DFT (ωB97M-V/def2-TZVPD) results for C2H2LiNaO2 as an isolated structure.

Structure (ORCA input):
```
! RIJCOSX wB97M-V def2-TZVPD def2/J DEFGRID3
* xyz 1 2
Na 3.490 -1.391 0.607
O -1.219 -0.595 0.366
O 1.024 -1.145 -0.284
C -0.059 -1.132 0.131
C -1.278 0.758 -0.019
Li 1.098 1.177 -0.434
H -1.278 0.947 -1.097
H -1.778 1.381 0.729
*
```

Calculated values
expectation value of S²	0.754
lowest unoccupied orbital energy (spin up / spin down)	-5.40 / -5.61	eV
DFT total energy	-10812.305	eV